Entry 1:
This record from the Open Molecules 2025 dataset describes a single C22H25N3O5S molecule at a distorted geometry. The level of theory is ωB97M-V with the def2-TZVPD basis set.

```
56
Properties=species:S:1:pos:R:3:forces:R:3
C -7.7756 -2.0705 2.5804 0.2 0.1 0.1
C -6.8567 -0.8552 2.5314 -0.2 0.1 -0.1
C -6.8689 -0.1480 1.1767 0.3 -0.2 0.1
C -6.2615 -0.9880 0.0547 -0.1 0.5 -0.1
C -6.1658 -0.1881 -1.2465 -0.2 -0.6 0.1
O -5.3248 0.9445 -1.1377 0.2 0.3 0.0
C -3.9811 0.8049 -1.1653 0.3 0.1 0.0
C -3.2514 1.9895 -1.0082 -0.2 -0.1 0.0
C -1.8784 1.9760 -1.0476 0.1 -0.2 0.0
C -1.1799 0.7792 -1.2202 -0.3 0.0 -0.1
C -1.9057 -0.3957 -1.3863 0.2 0.3 0.0
C -3.2882 -0.3884 -1.3627 -0.4 -0.1 0.0
H -3.8130 -1.3187 -1.5127 -0.1 0.0 0.0
H -1.4034 -1.3338 -1.5788 0.0 -0.1 0.0
C 0.3019 0.8422 -1.2838 0.0 -0.2 0.1
O 0.8955 1.8239 -1.6750 0.1 0.1 0.0
N 0.9252 -0.3048 -0.8450 -0.3 -0.3 0.1
C 2.2795 -0.6080 -0.8322 0.5 0.0 -0.1
C 3.2406 0.2117 -1.4271 -0.1 0.1 0.0
C 4.5716 -0.1588 -1.3986 0.0 -0.1 0.0
C 4.9455 -1.3349 -0.7781 0.7 -0.2 -0.1
C 4.0079 -2.1579 -0.1833 -0.1 -0.1 0.0
C 2.6760 -1.7999 -0.2160 0.1 0.1 0.0
H 1.9335 -2.4401 0.2387 -0.1 -0.1 0.0
H 4.3357 -3.0744 0.2809 -0.1 -0.1 0.1
S 6.6692 -1.7665 -0.6415 -0.2 -0.1 0.5
O 7.4293 -1.0691 -1.6293 -0.2 0.3 0.1
O 6.8172 -3.1822 -0.5070 -0.2 0.0 0.2
N 7.0721 -1.1353 0.8769 0.2 -0.8 -0.6
C 6.8472 0.1973 1.1147 -0.2 1.6 0.2
N 6.3267 0.6424 2.2343 0.0 -1.3 0.0
O 6.2693 1.9978 2.1266 0.1 0.7 -0.3
C 6.7466 2.3750 0.9281 0.2 -0.6 -0.4
C 7.1361 1.2706 0.2295 -0.2 0.4 0.5
H 7.5743 1.1932 -0.7411 0.1 0.1 -0.2
C 6.7558 3.8195 0.5948 -0.1 -0.1 0.2
H 7.3455 3.9863 -0.3010 0.0 0.0 0.0
H 7.1728 4.3905 1.4216 0.1 0.1 0.0
H 5.7384 4.1693 0.4233 0.0 0.1 0.0
H 6.8227 -1.7400 1.6448 -0.1 -0.2 0.0
H 5.3278 0.4496 -1.8668 0.0 0.1 -0.1
H 2.9346 1.1285 -1.9021 0.0 0.0 0.0
H 0.3293 -1.0077 -0.4302 0.1 0.2 -0.1
H -1.3144 2.8900 -0.9425 0.0 0.1 0.0
H -3.7979 2.9085 -0.8684 -0.1 0.1 0.0
H -5.8449 -0.8284 -2.0771 0.0 0.1 0.0
H -7.1465 0.2285 -1.4932 0.1 -0.1 0.0
H -6.8742 -1.8694 -0.1371 0.0 -0.1 0.0
H -5.2657 -1.3203 0.3560 0.0 -0.1 0.0
H -7.8967 0.1132 0.9148 -0.1 0.1 0.0
H -6.3006 0.7814 1.2562 -0.1 0.0 0.0
H -5.8356 -1.1611 2.7712 0.1 0.1 0.1
H -7.1745 -0.1426 3.2956 0.1 0.0 0.1
H -8.7905 -1.7908 2.3064 -0.1 0.0 0.0
H -7.7955 -2.4872 3.5847 -0.1 -0.1 0.1
H -7.4364 -2.8475 1.9001 0.0 -0.1 -0.1
```
Positions in Å, forces in eV/Å.

Results
DFT total energy: -1791.96752 Ha
charge: 0
frontier orbital gap: 9.100 eV
ΔE to the lowest compared entry with this formula, charge and spin: 357.9 kJ/mol
SMILES: CCCCCOc1ccc(C(=O)Nc2ccc(S(=O)(=O)Nc3cc(C)on3)cc2)cc1

These are the natural (NBO) partial charges, in e, on atoms 1 to 4: -0.6078 -0.3884 -0.3969 -0.4305

Entry 2:
This record from the Open Molecules 2025 dataset describes a single C22H25NO molecule. The level of theory is ωB97M-V with the def2-TZVPD basis set.

```
49
Properties=species:S:1:pos:R:3:forces:R:3
O -0.2035 0.5193 2.1809 0.0 0.1 0.1
H -0.8045 0.2739 1.4673 0.0 0.0 -0.1
C 1.1139 0.2190 1.7458 0.3 0.0 -0.2
C 2.0930 0.7123 2.7977 -0.2 0.1 0.1
C 1.6851 1.5895 3.7912 -0.1 0.0 -0.1
C 2.5904 2.0487 4.7319 0.1 0.1 0.1
C 3.9113 1.6400 4.6850 0.0 0.1 0.1
C 4.3236 0.7654 3.6934 0.1 0.0 0.0
C 3.4203 0.3025 2.7547 0.0 0.0 0.0
H 3.7461 -0.3888 1.9905 0.0 -0.1 0.0
H 5.3529 0.4399 3.6524 0.1 0.0 0.0
H 4.6181 1.9989 5.4188 0.0 0.0 0.1
H 2.2614 2.7296 5.5035 0.0 0.0 0.1
H 0.6532 1.9008 3.8238 -0.1 0.0 0.0
C 1.2723 -1.2895 1.6059 -0.1 0.0 -0.1
C 1.9045 -1.9088 0.5370 0.0 0.1 0.1
C 2.0197 -3.2887 0.5000 0.1 -0.1 -0.1
C 1.5097 -4.0639 1.5256 0.0 -0.1 -0.1
C 0.8794 -3.4521 2.5961 0.0 0.0 0.1
C 0.7645 -2.0759 2.6347 0.0 0.0 0.0
H 0.2742 -1.5898 3.4654 0.0 0.0 0.1
H 0.4798 -4.0480 3.4036 0.0 0.0 0.1
H 1.6035 -5.1395 1.4917 0.0 -0.1 0.0
H 2.5128 -3.7583 -0.3389 0.0 0.0 -0.1
H 2.3058 -1.3315 -0.2809 0.0 0.1 -0.1
C 1.3899 0.9911 0.4298 0.1 0.0 0.3
C 0.5028 0.5385 -0.6224 -0.3 -0.1 -0.3
C -0.2790 0.1094 -1.4246 0.3 0.2 0.3
C -1.2163 -0.3737 -2.4234 -0.3 -0.2 -0.2
N -1.5485 0.6725 -3.3776 0.2 0.0 0.0
C -2.2623 0.1980 -4.5453 -0.2 -0.3 -0.1
C -3.7380 -0.1285 -4.2802 0.1 0.2 -0.1
C -4.4354 1.0986 -3.6973 0.0 -0.2 0.2
C -3.6906 1.5739 -2.4519 0.1 0.1 -0.2
C -2.2146 1.8201 -2.7918 -0.1 0.2 0.3
H -1.6599 2.1155 -1.8982 0.0 0.1 -0.1
H -2.1474 2.6356 -3.5198 0.0 0.0 0.1
H -4.1332 2.4957 -2.0710 0.0 0.0 0.1
H -3.7684 0.8188 -1.6659 0.0 0.0 0.1
H -5.4744 0.8652 -3.4529 0.0 0.1 -0.1
H -4.4366 1.8984 -4.4424 0.0 0.1 0.0
H -4.2169 -0.4325 -5.2126 0.0 -0.1 0.0
H -3.8123 -0.9631 -3.5788 0.0 -0.1 0.0
H -1.7429 -0.6791 -4.9406 0.0 0.1 0.0
H -2.2045 0.9917 -5.2983 0.0 -0.1 -0.1
H -2.0955 -0.7877 -1.8952 0.1 -0.1 -0.1
H -0.7435 -1.1925 -2.9775 -0.1 0.0 0.1
H 2.4340 0.8771 0.1331 0.0 0.0 0.0
H 1.2060 2.0517 0.6276 0.1 -0.1 0.1
```
Positions in Å, forces in eV/Å.

Results
DFT total energy: -983.25984 Ha
charge: 0
frontier orbital gap: 9.113 eV
ΔE to the lowest compared entry with this formula, charge and spin: 229.5 kJ/mol
SMILES: OC(CC#CCN1CCCCC1)(c1ccccc1)c1ccccc1

These are the natural (NBO) partial charges, in e, on atoms 1 to 4: -0.7189 0.4847 0.2304 -0.0491

Entry 3:
This record from the Open Molecules 2025 dataset describes a single C22H25NO6 molecule at a distorted geometry. The level of theory is ωB97M-V with the def2-TZVPD basis set.

```
54
Properties=species:S:1:pos:R:3:forces:R:3
C 5.2505 1.0015 4.7647 -0.1 0.0 -0.3
C 4.1755 0.4132 3.9252 -0.5 -0.4 0.7
C 3.0553 -0.2876 4.2425 0.5 0.3 0.0
C 2.4083 -0.5787 2.9917 0.3 0.2 -0.5
C 1.2506 -1.2441 2.6323 0.2 0.2 -0.1
C 0.9094 -1.3391 1.2818 0.3 0.2 -0.3
C 1.7555 -0.7459 0.3174 0.1 0.0 1.0
C 2.9230 -0.0733 0.6585 0.1 0.0 0.0
C 3.2325 -0.0003 1.9996 -1.0 -0.6 0.1
O 4.2974 0.5943 2.5705 0.4 0.3 -0.3
H 3.5369 0.3694 -0.1068 0.1 0.1 -0.1
O 1.4768 -0.8215 -1.0034 0.1 0.1 -0.3
C 0.3486 -1.3901 -1.4716 -0.1 -0.1 -0.4
O 0.2061 -1.4303 -2.6790 0.2 0.0 0.4
C -0.5943 -1.9568 -0.5128 0.2 -0.3 0.5
C -0.3010 -1.9758 0.8131 -0.1 -0.2 -0.6
C -1.1983 -2.6146 1.8278 0.0 0.0 -0.2
H -1.9733 -3.2109 1.3585 -0.1 0.0 0.0
H -1.6709 -1.8469 2.4394 -0.1 0.0 0.1
H -0.6181 -3.2625 2.4825 0.0 0.0 0.1
C -1.8803 -2.4568 -1.1121 -0.1 0.0 0.0
H -2.1119 -3.4646 -0.7610 0.0 0.0 0.0
H -1.7483 -2.4926 -2.1955 -0.1 -0.1 0.1
C -3.0575 -1.5178 -0.7812 0.3 0.0 -0.1
C -2.6896 -0.1071 -1.2094 -0.8 -0.5 0.1
O -1.7853 0.5068 -0.6814 0.3 0.3 0.0
N -3.4413 0.4107 -2.2099 -0.3 0.1 -0.3
C -3.0014 1.6141 -2.9084 0.3 0.1 0.5
C -1.5452 1.3532 -3.3313 -0.1 0.2 -0.1
O -0.6119 2.0827 -3.1624 0.1 0.1 0.0
O -1.4795 0.1663 -3.9301 0.0 -0.4 -0.4
H -0.5681 -0.1871 -3.9548 -0.1 0.3 0.2
H -3.6044 1.7040 -3.8177 0.0 0.0 0.1
C -3.1539 2.8847 -2.0582 -0.1 0.0 -0.2
C -2.9005 4.1192 -2.9186 0.1 -0.2 0.1
H -1.9004 4.0886 -3.3389 0.1 0.1 -0.1
H -3.6243 4.1763 -3.7302 -0.1 0.0 -0.1
H -2.9920 5.0175 -2.3132 0.0 0.1 0.0
C -4.5484 2.9455 -1.4389 0.3 -0.1 0.0
H -5.3117 2.9488 -2.2155 -0.2 0.0 -0.1
H -4.6525 3.8546 -0.8522 -0.1 0.1 0.0
H -4.7205 2.0950 -0.7844 -0.1 0.0 0.1
H -2.4054 2.8414 -1.2635 0.0 0.0 -0.1
H -4.0747 -0.1977 -2.7016 0.1 0.0 0.1
H -3.9610 -1.8659 -1.2827 0.0 0.0 0.1
H -3.2294 -1.5074 0.2957 -0.1 0.0 0.0
H 0.6205 -1.6696 3.3951 -0.1 -0.1 0.1
C 2.5504 -0.6942 5.5828 0.1 0.1 -0.2
H 1.5703 -0.2539 5.7625 -0.1 0.0 0.1
H 3.2256 -0.3717 6.3698 0.0 0.0 0.1
H 2.4469 -1.7776 5.6321 0.0 -0.1 0.1
H 6.2241 0.6766 4.4017 0.1 0.0 0.0
H 5.2190 2.0892 4.7072 0.0 0.1 0.0
H 5.1336 0.6980 5.8000 0.0 0.0 0.0
```
Positions in Å, forces in eV/Å.

Results
DFT total energy: -1359.60973 Ha
charge: 0
frontier orbital gap: 8.251 eV
ΔE to the lowest compared entry with this formula, charge and spin: 15.5 kJ/mol
SMILES: Cc1oc2cc3oc(=O)c(CCC(=O)N[C@H](C(=O)O)C(C)C)c(C)c3cc2c1C

These are the natural (NBO) partial charges, in e, on atoms 1 to 4: -0.6557 0.3120 -0.1084 -0.0472